Entry 1:
Here is a cluster of 14 separate species, H27O14 in total at a distorted geometry from the Open Molecules 2025 dataset. Energies are from ωB97M-V/def2-TZVPD.

CARTESIAN COORDINATES (ANGSTROEM)
O  0.553  3.610  -0.342
H  1.153  2.937  0.004
O  2.051  1.630  1.789
H  2.391  1.187  0.995
H  -2.917  1.772  -0.451
O  -3.989  -2.675  2.148
H  -2.624  3.206  -0.029
H  4.836  -0.362  0.325
O  4.246  -0.845  -0.237
H  -2.625  0.969  2.764
H  3.547  -0.494  -0.814
O  -0.422  -2.851  -0.358
H  0.035  -1.454  -1.905
H  0.126  -2.389  0.333
O  -1.098  2.808  -2.707
H  -1.509  3.602  -3.047
H  -1.624  2.480  -1.962
O  1.880  0.480  -0.719
H  1.055  -0.436  0.396
H  2.252  1.004  -1.435
O  -3.070  2.691  -0.682
H  -3.201  -3.237  2.019
H  0.084  -3.645  -0.563
O  -0.858  1.035  0.987
H  -0.074  1.585  0.836
H  -3.473  -1.878  1.955
O  -1.372  -3.641  2.133
H  -1.305  -3.609  1.166
H  -1.192  -2.772  2.498
O  2.350  -0.770  -4.329
H  2.296  -0.213  -3.551
H  1.613  -1.369  -4.175
O  0.313  -0.717  -2.463
H  0.745  -0.139  -1.750
H  0.075  3.158  -1.043
O  1.167  -1.186  1.041
H  -0.716  0.316  0.361
H  1.903  -1.666  0.640
O  -2.651  0.328  3.476
H  1.965  1.154  2.608
H  -1.917  0.395  4.085

Summary:
energy above the lowest of the compared OMol25 structures with the same formula, charge and spin: 173.4 kJ/mol
gap between HOMO and LUMO: 9.33 eV
M: 251.2 g mol⁻¹
charge: -1
multiplicity: 1



Entry 2:
Here is the ion C5H13N3 with charge +2 at a distorted geometry from the Open Molecules 2025 dataset. Energies are from ωB97M-V/def2-TZVPD.

CARTESIAN COORDINATES (ANGSTROEM)
C  -0.368  -1.599  -1.714
N  -0.034  -1.330  -0.486
C  1.055  -2.070  0.173
C  -0.564  -0.212  0.289
N  -1.492  -0.497  1.223
N  -0.155  0.997  0.038
C  1.067  1.226  -0.640
C  -0.803  2.173  0.575
H  0.007  -2.528  -2.298
H  -1.072  -1.055  -2.166
H  1.208  -3.165  -0.014
H  0.923  -1.994  1.326
H  2.001  -1.593  0.030
H  -1.966  0.088  1.872
H  -1.660  -1.551  1.338
H  0.873  1.802  -1.536
H  1.653  1.851  0.009
H  1.590  0.308  -1.068
H  -1.932  1.993  0.668
H  -0.276  2.593  1.543
H  -0.821  3.116  -0.026

Summary:
energy above the lowest of the compared OMol25 structures with the same formula, charge and spin: 167.6 kJ/mol
gap between HOMO and LUMO: 9.09 eV
M: 115.2 g mol⁻¹
charge: +2
multiplicity: 1
SMILES: C=[N+](C)C(=[NH2+])N(C)C



Entry 3:
Here is a cluster of 13 separate species, C38H101N3O15P in total at a distorted geometry from the Open Molecules 2025 dataset. Energies are from ωB97M-V/def2-TZVPD.

CARTESIAN COORDINATES (ANGSTROEM)
C  0.008  -4.996  0.660
C  0.887  -3.738  0.513
C  0.738  -2.987  -0.817
C  -0.138  -1.726  -0.745
C  -1.389  -1.956  0.109
C  -2.583  -1.004  -0.128
C  -3.726  -1.450  -0.926
N  -4.459  -0.457  -1.272
C  -5.702  -0.638  -2.010
P  -7.078  -0.964  -0.832
O  -7.402  -2.394  -0.795
O  -6.526  -0.455  0.558
O  -8.288  -0.004  -1.142
C  -3.901  0.832  -0.853
C  -2.401  0.492  -0.486
C  -1.609  0.843  -1.745
N  -2.130  0.152  -2.936
C  -1.968  1.233  0.797
C  -0.972  2.341  0.550
C  -1.500  3.714  0.273
N  0.270  2.110  0.605
H  0.579  -5.847  1.006
H  -0.506  -5.227  -0.271
H  -0.774  -4.800  1.391
H  0.732  -3.087  1.368
H  1.922  -4.069  0.577
H  0.330  -3.638  -1.589
H  1.729  -2.687  -1.151
H  -0.389  -1.444  -1.762
H  0.450  -0.932  -0.282
H  -1.133  -1.904  1.161
H  -1.743  -2.968  -0.095
H  -3.055  -0.948  0.869
H  -3.981  -2.474  -1.154
H  -5.938  0.210  -2.644
H  -5.625  -1.542  -2.603
H  -6.781  -1.082  1.251
H  -8.796  -0.317  -1.902
H  -3.986  1.492  -1.713
H  -4.507  1.221  -0.038
H  -0.550  0.640  -1.596
H  -1.692  1.915  -1.899
H  -1.660  -0.741  -3.050
H  -1.838  0.681  -3.749
H  -1.467  0.505  1.435
H  -2.826  1.617  1.341
H  -0.705  4.338  -0.119
H  -2.311  3.692  -0.455
H  -1.857  4.179  1.190
H  0.407  1.109  0.769
C  4.453  -0.677  0.368
C  3.002  -0.833  -0.031
O  2.138  0.063  0.682
H  4.579  -0.842  1.438
H  5.079  -1.381  -0.176
H  4.804  0.336  0.156
H  2.648  -1.840  0.198
H  2.882  -0.665  -1.107
H  2.424  0.963  0.486
C  -0.064  0.155  4.491
C  -0.585  -1.025  3.693
O  0.045  -1.118  2.416
H  -0.217  1.085  3.941
H  -0.568  0.229  5.455
H  1.008  0.054  4.671
H  -1.654  -0.914  3.499
H  -0.439  -1.959  4.244
H  0.994  -1.215  2.544
C  2.506  -6.313  4.636
C  2.088  -4.896  4.291
O  0.781  -4.847  3.718
H  2.480  -6.943  3.746
H  3.514  -6.334  5.050
H  1.825  -6.748  5.370
H  2.759  -4.469  3.547
H  2.122  -4.261  5.182
H  0.165  -5.206  4.363
C  6.536  -4.717  -1.964
C  5.429  -3.699  -2.165
O  5.872  -2.368  -1.900
H  6.921  -4.662  -0.945
H  6.175  -5.730  -2.147
H  7.368  -4.521  -2.643
H  4.607  -3.886  -1.474
H  5.036  -3.758  -3.185
H  6.591  -2.169  -2.508
C  9.341  -1.147  1.730
C  7.869  -1.252  1.380
O  7.082  -0.321  2.116
H  9.494  -1.317  2.796
H  9.931  -1.876  1.171
H  9.714  -0.146  1.500
H  7.483  -2.241  1.624
H  7.720  -1.085  0.307
H  7.399  0.562  1.902
C  -5.744  -2.300  -5.632
C  -4.652  -1.246  -5.726
O  -3.439  -1.792  -6.218
H  -5.404  -3.137  -5.020
H  -6.655  -1.887  -5.193
H  -5.989  -2.695  -6.619
H  -4.397  -0.869  -4.734
H  -4.977  -0.402  -6.343
H  -3.563  -2.150  -7.102
C  12.428  0.841  -0.820
C  10.949  0.745  -1.147
O  10.187  1.686  -0.390
H  12.591  0.668  0.244
H  13.005  0.110  -1.387
H  12.811  1.837  -1.055
H  10.568  -0.243  -0.893
H  10.779  0.915  -2.215
H  10.515  2.562  -0.612
C  -1.977  7.877  4.063
C  -2.480  6.651  3.325
O  -1.918  6.565  2.009
H  -2.225  8.780  3.503
H  -2.425  7.948  5.055
H  -0.891  7.846  4.178
H  -3.557  6.700  3.199
H  -2.235  5.741  3.885
H  -0.961  6.517  2.105
C  -6.414  8.282  0.356
C  -5.632  7.163  1.017
O  -5.480  7.373  2.419
H  -5.920  9.238  0.524
H  -6.501  8.117  -0.719
H  -7.420  8.351  0.774
H  -4.622  7.107  0.612
H  -6.125  6.199  0.843
H  -6.356  7.417  2.813
C  -5.300  -5.637  1.659
C  -6.595  -5.058  2.198
O  -6.592  -3.631  2.159
H  -4.449  -5.264  2.229
H  -5.305  -6.726  1.712
H  -5.156  -5.347  0.614
H  -6.733  -5.333  3.242
H  -7.449  -5.436  1.630
H  -6.481  -3.372  1.240
C  0.095  -3.134  -5.649
C  -0.701  -2.530  -4.510
O  0.127  -1.765  -3.621
H  0.889  -3.774  -5.262
H  -0.546  -3.728  -6.302
H  0.565  -2.351  -6.248
H  -1.153  -3.315  -3.903
H  -1.500  -1.896  -4.897
H  0.530  -1.058  -4.134
C  0.171  8.571  -0.607
C  0.713  9.262  0.630
O  1.931  8.675  1.080
H  0.012  7.511  -0.403
H  -0.777  9.013  -0.918
H  0.874  8.644  -1.440
H  0.009  9.169  1.456
H  0.868  10.329  0.436
H  2.579  8.758  0.375

Summary:
gap between HOMO and LUMO: 8.32 eV
M: 871.2 g mol⁻¹
charge: +1
multiplicity: 1



Entry 4:
Here is the molecule C7H10OS2 at a distorted geometry from the Open Molecules 2025 dataset. Energies are from ωB97M-V/def2-TZVPD.

CARTESIAN COORDINATES (ANGSTROEM)
C  -2.266  -0.590  -0.352
C  -1.096  0.307  0.054
C  -1.541  1.761  0.226
C  -0.043  0.233  -1.005
C  1.187  -0.190  -0.800
C  2.537  -0.535  -1.042
O  3.423  -0.707  -1.816
C  2.164  -0.692  0.412
S  2.690  0.565  1.586
S  1.878  -2.363  1.016
H  -1.919  -1.608  -0.519
H  -2.728  -0.223  -1.266
H  -3.018  -0.605  0.435
H  -0.684  -0.061  0.999
H  -1.950  2.150  -0.704
H  -2.307  1.831  0.995
H  -0.699  2.384  0.519
H  -0.343  0.546  -1.999
H  1.571  0.571  2.315
H  3.143  -2.772  0.944

Summary:
energy above the lowest of the compared OMol25 structures with the same formula, charge and spin: 255.8 kJ/mol
gap between HOMO and LUMO: 8.62 eV
M: 174.3 g mol⁻¹
multiplicity: 1
SMILES: CC(C)/C=C1/C(=O)C1(S)S



Entry 5:
Here is a cluster of 7 separate species, C41H83ClNO13S6 in total at a distorted geometry from the Open Molecules 2025 dataset. Energies are from ωB97M-V/def2-TZVPD.

CARTESIAN COORDINATES (ANGSTROEM)
C  0.684  -4.987  1.240
O  0.617  -6.065  0.319
C  0.048  -5.655  -0.917
C  1.036  -4.771  -1.770
C  2.284  -5.649  -2.172
C  3.469  -5.276  -1.213
C  4.885  -5.594  -1.812
C  5.903  -4.414  -1.713
C  5.992  -3.745  -0.298
C  6.455  -2.252  -0.347
C  5.297  -1.198  -0.377
C  4.047  -1.604  -1.208
C  3.226  -0.347  -1.690
C  3.627  -0.018  -3.177
C  3.016  -1.006  -4.213
N  4.059  -1.439  -5.219
C  1.948  -0.263  -5.103
C  2.584  0.950  -5.912
C  1.976  2.297  -5.387
Cl  3.265  3.608  -5.515
H  0.800  -5.347  2.281
H  1.594  -4.394  0.995
H  -0.194  -4.310  1.173
H  -0.101  -6.588  -1.502
H  -0.923  -5.122  -0.788
H  0.532  -4.386  -2.680
H  1.325  -3.917  -1.127
H  2.001  -6.720  -2.070
H  2.620  -5.441  -3.206
H  3.382  -5.786  -0.228
H  3.423  -4.186  -1.022
H  5.294  -6.552  -1.419
H  4.734  -5.780  -2.903
H  6.908  -4.844  -1.927
H  5.693  -3.641  -2.474
H  6.781  -4.302  0.262
H  5.073  -3.831  0.313
H  7.174  -2.104  -1.172
H  7.021  -2.066  0.595
H  5.716  -0.275  -0.853
H  5.019  -0.889  0.655
H  3.354  -2.163  -0.537
H  4.265  -2.183  -2.122
H  3.380  0.533  -1.017
H  2.151  -0.610  -1.603
H  3.239  1.011  -3.385
H  4.749  -0.047  -3.183
H  4.994  -1.192  -4.898
H  4.037  -2.450  -5.265
H  1.555  -0.970  -5.865
H  1.107  0.146  -4.497
H  3.687  0.979  -5.816
H  2.378  0.876  -7.004
H  1.091  2.581  -5.989
H  1.665  2.204  -4.329
C  -3.771  -4.805  3.035
C  -4.021  -3.763  4.130
C  -3.787  -2.381  3.511
S  -4.154  -2.547  1.767
O  -2.939  -2.344  1.016
O  -5.371  -1.825  1.463
C  -4.511  -4.297  1.804
H  -4.119  -5.796  3.330
H  -2.699  -4.873  2.826
H  -5.055  -3.840  4.477
H  -3.375  -3.920  4.993
H  -4.440  -1.627  3.941
H  -2.747  -2.071  3.608
H  -4.178  -4.761  0.877
H  -5.590  -4.414  1.916
C  -7.913  1.428  3.825
C  -7.319  2.584  4.636
C  -6.500  1.970  5.775
S  -5.943  0.374  5.187
O  -6.565  -0.658  5.986
O  -4.513  0.415  4.973
C  -6.769  0.442  3.606
H  -8.331  1.770  2.879
H  -8.714  0.950  4.396
H  -6.667  3.181  3.994
H  -8.093  3.246  5.020
H  -5.637  2.582  6.025
H  -7.110  1.807  6.663
H  -7.103  -0.553  3.320
H  -6.055  0.822  2.874
C  -12.784  1.483  1.568
C  -12.745  2.972  1.208
C  -12.649  3.758  2.520
S  -11.823  2.680  3.690
O  -12.751  2.346  4.744
O  -10.505  3.199  3.969
C  -11.677  1.276  2.595
H  -12.638  0.851  0.692
H  -13.753  1.234  2.007
H  -11.866  3.175  0.592
H  -13.622  3.272  0.634
H  -12.069  4.671  2.404
H  -13.635  3.993  2.920
H  -11.782  0.354  3.164
H  -10.693  1.320  2.129
C  8.480  2.252  -1.850
C  8.475  1.388  -3.116
C  9.640  0.399  -2.999
S  9.901  0.136  -1.245
O  11.200  0.660  -0.886
O  9.495  -1.206  -0.899
C  8.651  1.282  -0.687
H  7.564  2.834  -1.755
H  9.322  2.950  -1.882
H  7.531  0.840  -3.178
H  8.561  1.992  -4.019
H  9.410  -0.554  -3.472
H  10.559  0.809  -3.416
H  8.977  1.762  0.234
H  7.736  0.714  -0.511
C  -3.338  5.702  8.451
C  -4.047  6.871  9.141
C  -5.481  6.920  8.605
S  -5.897  5.241  8.136
O  -6.080  5.195  6.704
O  -6.884  4.718  9.050
C  -4.307  4.527  8.526
H  -2.387  5.466  8.927
H  -3.139  5.956  7.406
H  -4.063  6.700  10.221
H  -3.530  7.816  8.968
H  -6.185  7.265  9.359
H  -5.556  7.545  7.715
H  -4.076  3.732  7.819
H  -4.363  4.126  9.538
C  7.034  2.117  -9.719
C  5.876  2.771  -8.958
C  5.771  2.078  -7.596
S  7.420  1.495  -7.203
O  7.415  0.053  -7.183
O  7.959  2.272  -6.108
C  8.186  2.034  -8.725
H  7.311  2.689  -10.606
H  6.745  1.113  -10.041
H  6.089  3.834  -8.816
H  4.938  2.696  -9.509
H  5.436  2.763  -6.820
H  5.109  1.214  -7.637
H  8.960  1.327  -9.019
H  8.624  3.018  -8.547

Summary:
gap between HOMO and LUMO: 2.80 eV
M: 1026.0 g mol⁻¹
charge: -1
multiplicity: 1



Calculated values (eV) of LUMO level for the records, taken in order: 2.605 -9.932 -2.942 -0.503 1.417.